No. 1
Density functional theory data (ωB97M-V/def2-TZVPD) for a structure of composition C21H15BrMoN3O4Se.

The geometry in ORCA input format:
```
! wB97M-V def2-TZVPD RIJCOSX def2/J DEFGRID3
* xyz 1 3
Mo 0.62407 0.87392 2.20674
Br 3.17865 0.36224 1.54395
C 3.39688 1.95633 0.50918
C 4.58124 2.19155 -0.11732
C 4.70876 3.37717 -0.87095
C 3.66390 4.25247 -0.96093
C 2.43861 3.99640 -0.30116
C 1.34346 4.89630 -0.37848
C 0.17006 4.64923 0.27090
C 0.02605 3.47698 1.04335
C 1.05213 2.55489 1.13895
C 2.28860 2.81766 0.46336
H 5.40537 1.49594 -0.04223
H 5.64274 3.58124 -1.37521
H 3.76283 5.16111 -1.54082
H 1.46042 5.79808 -0.96721
H -0.64903 5.35208 0.20886
H -0.90598 3.31133 1.57109
C -1.42791 -2.85276 1.48232
C -0.91615 -1.69269 2.02427
N -0.09012 -0.90388 1.31115
C 0.22480 -1.23481 0.04545
C -0.28043 -2.35978 -0.57978
C -1.10883 -3.19082 0.17914
C 0.11490 -2.66950 -1.96875
C -0.68348 -3.18741 -2.89773
C -2.13506 -3.45203 -2.73886
C -3.02641 -2.45188 -2.37804
C -4.35860 -2.81571 -2.26534
N -4.77773 -4.05553 -2.49343
C -3.84313 -4.93056 -2.85236
N -2.54237 -4.69634 -2.99029
H -2.06675 -3.48194 2.08480
H -1.14782 -1.37916 3.03624
H 0.90519 -0.57075 -0.47645
H -1.48814 -4.10796 -0.25242
H 1.15257 -2.47985 -2.21959
H -0.26344 -3.45954 -3.85893
H -2.69969 -1.43489 -2.21027
H -5.11631 -2.08743 -1.99811
H -4.17435 -5.94514 -3.03988
O 1.05353 0.86008 4.05105
Se -0.59570 1.09392 4.71752
O -0.69349 2.44033 5.53581
O -1.12578 1.25456 3.07854
O -1.07806 -0.31347 5.27188
*
```

Its expectation value of S² is 2.02. The value obtained for the energy is -6317.7858 hartree. The value obtained for the energy above the lowest of the compared OMol25 structures with the same formula, charge and spin is 0.27 kcal per mole. Its largest force on an atom is 0.40 eV/A. The value obtained for the HOMO energy (spin up / spin down) is -12.136 / -12.223 eV.

These are the natural (NBO) partial charges, in e, on atoms 1 to 5: Mo 1.528; Br 0.239; C -0.048; C -0.208; C -0.192


No. 2
Density functional theory data (ωB97M-V/def2-TZVPD) for a structure of composition C21H15Cl2IrO4PPm at a distorted geometry.

The geometry in ORCA input format:
```
! wB97M-V def2-TZVPD RIJCOSX def2/J DEFGRID3
* xyz 4 9
Pm 0.53878 -1.05992 -7.88761
Ir 0.12777 -1.61543 -1.07193
Cl -0.58443 1.14831 -7.59520
Cl 0.52744 -1.47082 -3.53569
C -0.09022 -3.40887 -1.15195
C 0.00447 -0.38613 -10.34305
C 0.67242 -2.48647 -10.00262
O -0.04943 -4.54693 -1.39829
O -0.21362 -0.28210 -11.47849
O 0.65036 -2.95901 -11.07991
O 0.30546 0.29911 -0.79707
P 0.16727 0.31019 0.77513
C -0.62291 1.90923 1.08263
C -1.75634 2.27527 0.33288
C -2.40015 3.49042 0.58043
C -1.88773 4.41043 1.49886
C -0.69797 4.08753 2.15077
C -0.05938 2.86175 1.94919
C -0.92796 -1.08477 1.27502
C -0.46042 -1.94839 2.30015
C -1.35206 -2.75059 3.01018
C -2.72628 -2.71722 2.72469
C -3.21578 -1.79601 1.78636
C -2.33331 -0.96915 1.09107
C 1.72190 0.23198 1.66504
C 1.75685 0.49260 3.04774
C 2.94759 0.38557 3.76708
C 4.13931 0.03438 3.12644
C 4.10561 -0.21272 1.75056
C 2.91476 -0.12157 1.02501
H -2.11571 1.60559 -0.45591
H -3.32618 3.70772 0.05938
H -2.40182 5.35651 1.68441
H -0.27755 4.79783 2.85130
H 0.88156 2.65072 2.45557
H 0.61828 -1.98296 2.48248
H -0.98117 -3.39697 3.80608
H -3.42166 -3.37592 3.25328
H -4.29496 -1.71653 1.60883
H -2.68995 -0.25263 0.34713
H 0.85373 0.78268 3.57955
H 2.95290 0.57265 4.83939
H 5.08098 -0.03276 3.68929
H 5.02854 -0.48929 1.24214
H 2.89100 -0.34732 -0.04035
*
```

Its expectation value of S² is 20.05. The value obtained for the energy is -3082.9533 hartree. The value obtained for the energy above the lowest of the compared OMol25 structures with the same formula, charge and spin is 4.78 kcal per mole. Its largest force on an atom is 7.38 eV/A. The value obtained for the HOMO energy (spin up / spin down) is -15.718 / -18.623 eV.

These are the Löwdin partial charges, in e, on atoms 1 to 5: Pm 1.140; Ir 1.071; Cl -0.190; Cl -0.060; C -0.376


No. 3
Density functional theory data (ωB97M-V/def2-TZVPD) for the molecule C21H15F5O7 at a distorted geometry.

The geometry in ORCA input format:
```
! wB97M-V def2-TZVPD RIJCOSX def2/J DEFGRID3
* xyz 0 1
C 6.15341 2.13702 -0.40340
O 4.78755 2.47310 -0.38761
C 3.90539 1.38927 -0.50175
C 3.77371 0.57657 0.79874
O 3.00998 -0.60695 0.59085
C 1.67378 -0.47378 0.59932
O 1.10165 0.57664 0.77180
C 0.98306 -1.74284 0.38139
C 1.47101 -2.99101 0.08065
C 2.86033 -3.47747 -0.08013
O 0.47180 -3.88353 -0.09012
C -0.70379 -3.22680 0.09091
C -1.99489 -3.71685 -0.00860
C -3.03819 -2.82879 0.18890
C -2.77772 -1.49102 0.49106
O -3.75464 -0.51529 0.66396
C -4.93243 -0.50141 0.04622
O -5.48566 -1.41841 -0.48888
C -5.51487 0.91787 0.09088
O -4.64009 1.89792 0.61065
C -3.40163 2.06863 0.10924
C -2.51876 2.82592 0.89807
F -2.96569 3.30502 2.06325
C -1.21227 3.09167 0.51167
F -0.42785 3.82892 1.29347
C -0.72870 2.58814 -0.69369
F 0.51733 2.83855 -1.08956
C -1.57989 1.83620 -1.49232
F -1.14389 1.34046 -2.65310
C -2.89544 1.59640 -1.10546
F -3.66598 0.87273 -1.94007
C -1.49033 -0.99941 0.62098
C -0.44610 -1.87902 0.39876
H 6.69493 3.07872 -0.46833
H 6.39854 1.51641 -1.27386
H 6.46365 1.61101 0.50617
H 4.21951 0.71274 -1.31230
H 2.93468 1.82326 -0.75275
H 4.74889 0.22672 1.14283
H 3.30225 1.19571 1.56804
H 3.39015 -3.42020 0.86934
H 2.84755 -4.50734 -0.42642
H 3.39573 -2.85232 -0.79117
H -2.18397 -4.75158 -0.24195
H -4.05694 -3.16572 0.09438
H -5.86297 1.16544 -0.91920
H -6.37595 0.92815 0.76487
H -1.30626 0.03051 0.87431
*
```

The value obtained for the energy is -1835.2079 hartree. Its structure (SMILES) is COCCOC(=O)c1c(C)oc2ccc(OC(=O)COc3c(F)c(F)c(F)c(F)c3F)cc12. The value obtained for the energy above the lowest of the compared OMol25 structures with the same formula, charge and spin is 4.14 kcal per mole. Its largest force on an atom is 1.34 eV/A. The value obtained for the HOMO energy is -8.811 eV.

These are the natural (NBO) partial charges, in e, on atoms 1 to 5: C -0.250; O -0.525; C -0.086; C -0.103; O -0.508


No. 4
Density functional theory data (ωB97M-V/def2-TZVPD) for a structure of composition C21H15N9O2PPd.

The geometry in ORCA input format:
```
! wB97M-V def2-TZVPD RIJCOSX def2/J DEFGRID3
* xyz -1 1
Pd -0.05102 1.74855 0.74005
N -1.79777 3.94191 2.67719
C -2.35787 2.69523 2.47068
N -3.41512 2.27228 3.14018
N -3.64550 1.03422 2.65683
N -2.78684 0.72451 1.75765
N -1.94632 1.77226 1.59330
C -0.61148 4.35558 2.11866
N 0.00878 5.49203 2.36452
N 1.05355 5.48795 1.49917
N 1.06017 4.42643 0.78451
N -0.00699 3.67615 1.14877
H -2.11918 4.43968 3.48920
O 2.15637 0.06825 3.59847
C 1.99041 0.26187 2.39961
O 1.70389 1.39648 1.87746
C 2.26387 -0.93732 1.49305
C 3.33865 -1.74724 1.86434
C 3.72331 -2.82448 1.09051
C 3.02681 -3.13483 -0.07389
C 1.94669 -2.35723 -0.44235
C 1.55524 -1.26356 0.33598
P 0.13424 -0.28727 -0.20089
C 0.54152 0.10675 -1.93014
C 1.32180 1.23603 -2.17263
C 1.68924 1.56192 -3.47008
C 1.27735 0.76967 -4.53113
C 0.49164 -0.35005 -4.29596
C 0.12205 -0.68022 -3.00079
C -1.28725 -1.39908 -0.26210
C -2.45200 -0.92997 -0.86533
C -3.59674 -1.70534 -0.86429
C -3.59359 -2.94823 -0.24467
C -2.44352 -3.40953 0.37504
C -1.29015 -2.63700 0.36849
H 3.85701 -1.50131 2.78070
H 4.57156 -3.42695 1.39099
H 3.32440 -3.97583 -0.68709
H 1.39569 -2.59815 -1.34403
H 1.63946 1.87792 -1.35523
H 2.28980 2.44484 -3.64382
H 1.56029 1.02915 -5.54317
H 0.15934 -0.96592 -5.12202
H -0.50168 -1.54731 -2.82304
H -2.46854 0.05239 -1.32315
H -4.49821 -1.33019 -1.33029
H -4.49434 -3.54803 -0.23063
H -2.43996 -4.36885 0.87592
H -0.39905 -2.99817 0.86541
*
```

The value obtained for the energy is -1921.8504 hartree. Its largest force on an atom is 0.91 eV/A. The value obtained for the HOMO energy is -5.237 eV.

These are the natural (NBO) partial charges, in e, on atoms 1 to 5: Pd 0.828; N -0.592; C 0.439; N -0.387; N -0.103


No. 5
Density functional theory data (ωB97M-V/def2-TZVPD) for a structure of composition C21H16AuBrF5N4O.

The geometry in ORCA input format:
```
! wB97M-V def2-TZVPD RIJCOSX def2/J DEFGRID3
* xyz 1 3
Au -0.58254 0.07116 0.56527
C 2.55141 -2.99635 0.32174
C 1.37654 -2.13203 0.63699
N 1.26406 -0.92917 0.20915
N 2.21657 -0.31554 -0.52746
C 1.76472 0.86905 -0.92980
O 0.64243 1.40073 -0.59721
C 2.64889 1.66231 -1.82697
C 3.86057 1.14684 -2.27891
C 4.66440 1.90391 -3.11725
C 4.25762 3.17394 -3.50534
C 3.04720 3.68952 -3.05905
C 2.24265 2.93450 -2.21870
C 0.25070 -2.63605 1.47037
C 0.26408 -3.89927 2.02193
C -0.80797 -4.30586 2.80223
C -1.86679 -3.44330 3.01503
C -1.81854 -2.18876 2.43412
N -0.78465 -1.80583 1.68244
H 3.25956 -2.44630 -0.28699
H 2.22693 -3.88585 -0.22304
H 3.05182 -3.32785 1.23425
H 4.16673 0.15537 -1.97209
H 5.60718 1.50422 -3.46960
H 4.88446 3.76398 -4.16176
H 2.73199 4.67822 -3.36653
H 1.29627 3.32289 -1.86816
H 1.10426 -4.55488 1.84791
H -0.80970 -5.29571 3.23957
H -2.71758 -3.72903 3.61722
H -2.61737 -1.46914 2.56847
F -2.37879 0.51625 -1.73636
C -1.83866 -0.58297 -1.22105
F -2.79963 -1.37179 -0.70621
C -1.08383 -1.36531 -2.31336
F -0.10217 -0.63034 -2.81119
F -0.58343 -2.49100 -1.79775
F -1.94741 -1.67955 -3.28003
Br -0.15828 2.61180 2.46993
C -1.97246 2.42636 2.02897
C -2.87480 3.38483 2.44686
C -4.20112 3.21088 2.09348
C -4.57517 2.09859 1.35714
C -3.60965 1.18804 0.99301
N -2.31323 1.34772 1.31835
H -2.54168 4.23326 3.02597
H -4.93850 3.94493 2.39420
H -5.60137 1.93636 1.05928
H -3.85570 0.30624 0.42091
*
```

Its expectation value of S² is 2.01. The value obtained for the energy is -4312.8507 hartree. Its largest force on an atom is 0.78 eV/A. The value obtained for the HOMO energy (spin up / spin down) is -11.150 / -11.132 eV.

These are the natural (NBO) partial charges, in e, on atoms 1 to 5: Au 1.281; C -0.686; C 0.255; N -0.267; N -0.422